Below is C33H40N5O7S3SeTi as an isolated structure at a distorted geometry, with properties calculated with ωB97M-V with the def2-TZVPD basis set.

CARTESIAN COORDINATES (ANGSTROEM)
Ti (0.39, -0.38, -0.48)
C (-3.16, -0.59, 2.84)
C (-3.32, 0.90, 3.08)
S (-3.06, 1.89, 1.58)
C (-1.78, 3.08, 2.05)
C (-0.37, 2.94, 1.47)
S (0.54, 1.37, 1.65)
C (0.09, 0.81, 3.32)
C (-0.41, -0.64, 3.41)
S (-1.59, -1.17, 2.16)
H (-3.35, -1.14, 3.77)
H (-3.91, -0.94, 2.12)
H (-4.34, 1.08, 3.43)
H (-2.66, 1.25, 3.87)
H (-2.14, 4.05, 1.71)
H (-1.76, 3.15, 3.14)
H (-0.38, 3.12, 0.40)
H (0.25, 3.71, 1.92)
H (0.96, 0.93, 3.96)
H (-0.67, 1.50, 3.67)
H (0.43, -1.33, 3.32)
H (-0.84, -0.80, 4.40)
O (-2.25, -1.60, -5.28)
C (-2.91, -2.61, -4.83)
O (-3.67, -3.37, -5.38)
C (-2.47, -2.73, -3.38)
C (-3.12, -2.01, -2.37)
C (-2.38, -1.55, -1.31)
N (-1.05, -1.76, -1.26)
C (-0.52, -2.67, -2.10)
C (-1.21, -3.25, -3.12)
C (0.96, -2.76, -1.98)
O (1.64, -3.69, -2.33)
O (1.42, -1.62, -1.51)
H (-4.14, -1.69, -2.49)
H (-2.79, -0.87, -0.57)
H (-0.70, -3.91, -3.81)
C (3.56, -0.57, -4.23)
O (2.16, -0.49, -4.42)
C (1.62, -1.12, -5.48)
C (2.36, -1.70, -6.50)
C (1.73, -2.36, -7.54)
C (0.35, -2.47, -7.58)
C (-0.40, -1.91, -6.57)
C (0.22, -1.23, -5.53)
N (-0.66, -0.74, -4.52)
C (-0.56, 0.22, -3.67)
C (0.45, 1.32, -3.57)
C (0.44, 2.19, -4.66)
C (1.24, 3.32, -4.69)
C (2.06, 3.60, -3.61)
C (2.08, 2.76, -2.52)
C (1.28, 1.62, -2.47)
O (1.36, 0.87, -1.34)
H (3.75, -0.06, -3.29)
H (4.10, -0.07, -5.04)
H (3.88, -1.61, -4.15)
H (3.44, -1.64, -6.48)
H (2.33, -2.80, -8.33)
H (-0.14, -2.99, -8.39)
H (-1.48, -1.99, -6.56)
H (-1.63, -1.28, -4.53)
H (-1.47, 0.34, -3.08)
H (-0.22, 1.97, -5.50)
H (1.20, 3.98, -5.55)
H (2.69, 4.48, -3.62)
H (2.72, 2.97, -1.66)
C (3.78, -0.37, 0.99)
N (3.45, -1.77, 1.24)
C (4.46, -2.53, 1.96)
C (2.19, -2.19, 1.06)
O (1.24, -1.31, 1.03)
N (1.91, -3.49, 0.94)
C (2.87, -4.47, 0.45)
C (0.56, -4.00, 1.12)
H (4.84, -0.31, 0.76)
H (3.57, 0.26, 1.86)
H (3.23, 0.02, 0.14)
H (4.89, -1.89, 2.73)
H (5.26, -2.87, 1.31)
H (4.01, -3.39, 2.46)
H (3.72, -3.98, -0.02)
H (2.37, -5.06, -0.32)
H (3.21, -5.14, 1.24)
H (-0.10, -3.23, 1.52)
H (0.58, -4.83, 1.82)
H (0.16, -4.35, 0.17)
Se (-2.46, 3.25, -1.94)
C (-1.67, 1.83, -1.31)
N (-1.15, 0.86, -0.90)

Summary:
molecular weight = 841.74 g/mol
HOMO level = -10.5954 eV
charge = +1
multiplicity = 1
E_tot = -177615.43724 eV


Below is C33H41AsF6N3O4PS4Sn as an isolated structure at a distorted geometry, with properties calculated with ωB97M-V with the def2-TZVPD basis set.

CARTESIAN COORDINATES (ANGSTROEM)
Sn (0.30, 1.04, 0.21)
S (0.60, 2.51, 2.13)
C (-0.49, 1.86, 3.36)
C (-1.06, 2.81, 4.21)
C (-1.83, 2.41, 5.29)
C (-2.08, 1.06, 5.51)
C (-1.57, 0.12, 4.63)
C (-0.75, 0.51, 3.57)
As (-0.01, -0.80, 2.39)
C (1.65, -1.29, 3.22)
C (2.14, -0.54, 4.28)
C (3.36, -0.86, 4.84)
C (4.10, -1.93, 4.34)
C (3.60, -2.69, 3.29)
C (2.39, -2.37, 2.71)
C (-1.20, -2.29, 2.64)
C (-2.55, -2.09, 2.34)
C (-3.46, -3.11, 2.56)
C (-3.03, -4.32, 3.08)
C (-1.69, -4.52, 3.36)
C (-0.76, -3.51, 3.13)
H (-0.87, 3.86, 4.03)
H (-2.25, 3.15, 5.95)
H (-2.65, 0.74, 6.36)
H (-1.77, -0.93, 4.80)
H (1.56, 0.29, 4.67)
H (3.74, -0.28, 5.67)
H (5.07, -2.16, 4.77)
H (4.17, -3.53, 2.92)
H (2.02, -2.94, 1.88)
H (-2.89, -1.13, 1.97)
H (-4.51, -2.95, 2.34)
H (-3.74, -5.11, 3.27)
H (-1.35, -5.47, 3.77)
H (0.28, -3.67, 3.36)
F (5.26, -0.46, -1.09)
C (4.76, -0.80, 0.09)
F (5.73, -1.14, 0.91)
F (3.93, -1.82, -0.08)
S (3.81, 0.66, 0.81)
O (2.39, 0.18, 0.78)
O (4.32, 0.95, 2.10)
N (3.98, 1.82, -0.25)
S (2.86, 1.85, -1.32)
O (2.44, 0.57, -1.86)
O (1.68, 2.64, -0.86)
C (3.56, 2.80, -2.74)
F (4.13, 3.91, -2.31)
F (4.42, 2.04, -3.39)
F (2.53, 3.10, -3.52)
C (-3.17, 3.82, -3.28)
N (-1.88, 4.31, -2.81)
C (-1.20, 5.38, -3.37)
C (-0.09, 5.58, -2.64)
N (-0.11, 4.64, -1.63)
C (-1.20, 3.86, -1.74)
S (-1.72, 2.60, -0.68)
H (-3.92, 4.60, -3.16)
H (-3.46, 2.96, -2.69)
H (-3.10, 3.55, -4.33)
H (-1.57, 5.90, -4.23)
H (0.70, 6.30, -2.74)
H (0.60, 4.49, -0.93)
C (0.43, -2.67, -0.38)
C (0.07, -2.36, -1.83)
C (-0.93, -3.38, -2.37)
P (-0.45, -0.59, -2.05)
C (0.31, -0.08, -3.63)
C (0.04, -1.05, -4.79)
C (-0.10, 1.36, -3.98)
C (-2.25, -0.34, -2.08)
C (-2.84, -0.73, -0.73)
C (-3.05, -0.94, -3.25)
H (0.85, -3.67, -0.32)
H (-0.46, -2.64, 0.25)
H (1.17, -1.96, 0.00)
H (0.99, -2.41, -2.42)
H (-1.85, -3.38, -1.78)
H (-0.49, -4.37, -2.28)
H (-1.19, -3.22, -3.41)
H (1.37, -0.09, -3.42)
H (-1.01, -1.08, -5.08)
H (0.38, -2.06, -4.57)
H (0.61, -0.70, -5.66)
H (-1.16, 1.41, -4.25)
H (0.48, 1.71, -4.83)
H (0.08, 2.03, -3.14)
H (-2.32, 0.75, -2.16)
H (-2.94, -1.81, -0.62)
H (-3.84, -0.29, -0.62)
H (-2.23, -0.36, 0.10)
H (-2.98, -2.02, -3.30)
H (-2.75, -0.53, -4.21)
H (-4.10, -0.69, -3.10)

Summary:
molecular weight = 1010.57 g/mol
HOMO level = -13.3090 eV
charge = +2
multiplicity = 1
E_tot = -183137.57781 eV